Density functional theory data (wB97M-V/def2-TZVPD) for CH6N2O2SSi in the gas phase.

Output
spin multiplicity	1
E	-989.2801	a.u.
HOMO-LUMO gap	6.947	eV
ΔE to the lowest compared entry with this formula, charge and spin	334.5	kJ/mol
HOMO energy	-7.655	eV

Bonds (Å) are listed after each position.
Atoms and positions in Å:
1 C -1.06 1.01 0.52  N2 1.263, S7 1.978, H10 1.141
2 N -1.19 1.51 -0.63  C1 1.263, H8 1.063, H9 0.991
3 N 1.26 -0.30 -0.05  Si6 1.658, H12 1.065
4 O -3.04 -0.36 -0.71  S7 1.464
5 O -1.08 -1.64 0.20  Si6 1.785, S7 1.542
6 Si 0.58 -1.77 -0.43  N3 1.658, O5 1.785, H11 1.565, H13 1.519
7 S -2.20 -0.61 0.46  C1 1.978, O4 1.464, O5 1.542
8 H -0.52 2.25 -0.99  N2 1.063
9 H -1.80 0.99 -1.22  N2 0.991
10 H -0.38 1.20 1.42  C1 1.141
11 H 1.10 -3.17 0.04  Si6 1.565
12 H 2.29 -0.18 0.22  N3 1.065
13 H 0.49 -1.85 -1.94  Si6 1.519